(1)
{"formula": "C3H9N3", "method": "the ωB97M-V functional and the def2-TZVPD basis", "species": ["C", "C", "C", "N", "N", "N", "H", "H", "H", "H", "H", "H", "H", "H", "H"], "coordinates": [[1.2876, -1.0681, 0.0413], [1.0848, 1.6359, -0.2575], [-2.2046, -0.5660, 0.3324], [0.0945, 0.6852, 0.2021], [-0.1637, -0.2863, -0.7205], [-1.2104, -0.9823, -0.6559], [1.8035, 1.8264, 0.5451], [0.5795, 2.5830, -0.4708], [1.6185, 1.3244, -1.1641], [1.2950, -1.8753, -0.6792], [2.2113, -0.5022, 0.0185], [0.9844, -1.3815, 1.0323], [-1.8526, -0.7473, 1.3553], [-3.1034, -1.1517, 0.1525], [-2.4242, 0.5058, 0.2685]], "forces_ev_per_angstrom": [[-0.5314, -0.3566, -0.9893], [0.0754, -0.0923, -0.0538], [0.1363, 0.1067, -0.1784], [-0.8199, 0.1627, -0.2572], [1.4460, 0.3524, 1.3692], [-0.1291, -0.2941, 0.1646], [-0.0188, 0.0089, -0.0083], [0.0578, -0.0412, -0.0084], [-0.0594, -0.0450, 0.0451], [0.1012, -0.1656, 0.1018], [-0.2210, 0.2473, -0.0503], [-0.1607, 0.1140, -0.0657], [0.0502, 0.0130, -0.0646], [0.0463, 0.0249, -0.0040], [0.0271, -0.0350, -0.0007]], "nbo_charge": [-0.33, -0.46, -0.48, -0.31, 0.01, -0.27, 0.20, 0.21, 0.18, 0.22, 0.20, 0.21, 0.20, 0.20, 0.21], "charge": 0, "e_lumo_ev": [-0.1, 0.1]}

(2)
{"formula": "C3H9N3", "method": "the ωB97M-V functional and the def2-TZVPD basis", "species": ["C", "C", "N", "C", "N", "N", "H", "H", "H", "H", "H", "H", "H", "H", "H"], "coordinates": [[-1.0007, -1.9231, -0.6006], [-0.8291, -0.6418, 0.2494], [-0.2042, 0.4620, -0.5189], [0.7979, 1.0060, 0.3047], [0.9283, 2.3806, 0.3981], [1.6752, 0.3683, 0.9217], [-0.0768, -2.2772, -0.9561], [-1.4202, -2.7231, -0.1034], [-1.5303, -1.5376, -1.4778], [-0.1441, -0.9073, 0.9900], [-1.5939, -0.2651, 0.7885], [-0.8685, 1.2894, -0.8781], [1.8938, 2.4058, 0.6451], [0.7742, 2.9981, -0.5021], [1.5986, -0.6351, 0.7394]], "forces_ev_per_angstrom": [[-0.5099, 3.5782, -1.0465], [2.0063, -2.6283, -2.8878], [-0.3160, 3.2017, 1.8196], [-4.8971, 3.8072, -4.7816], [0.3178, -0.0213, -3.0957], [2.8956, -3.2015, 2.6087], [1.5149, -0.1275, -0.3769], [-1.5255, -1.3735, 1.0473], [-0.4266, -0.9591, -0.0471], [1.0818, -0.3324, 1.4850], [-3.1732, 0.9894, 1.2974], [1.6488, -2.7902, 0.7590], [0.9746, 1.4397, 0.8107], [-0.1254, -1.5761, 2.4106], [0.5338, -0.0063, -0.0026]], "nbo_charge": [-0.61, -0.21, -0.47, 0.54, -0.65, -0.34, 0.22, 0.24, 0.22, 0.19, 0.23, 0.43, 0.41, 0.43, 0.37], "spin_multiplicity": 2, "charge": 1, "s2": 0.76, "e_lumo_ev": [-3.6, -8.8]}

(3)
{"formula": "C3H9N3O", "method": "the ωB97M-V functional and the def2-TZVPD basis", "species": ["C", "C", "C", "N", "N", "N", "O", "H", "H", "H", "H", "H", "H", "H", "H", "H"], "coordinates": [[0.8276, -0.8741, 0.2845], [-0.8729, 1.7141, -0.3352], [-0.9494, -0.7089, -0.3973], [0.9193, -1.5973, 1.4445], [-1.1294, 0.5301, -1.1868], [1.7972, -0.3285, -0.3012], [-0.1155, 0.5390, -2.2328], [-0.5230, 2.5557, -1.0256], [-1.7473, 2.0309, 0.2510], [0.0402, 1.4544, 0.2669], [-1.7075, -0.7968, 0.3038], [-1.1616, -1.5831, -1.0788], [0.1238, -1.7473, 2.0477], [1.8441, -1.4387, 1.6664], [0.7447, 0.2095, -1.8576], [2.6866, -0.6537, 0.1471]], "forces_ev_per_angstrom": [[-5.1013, 0.1143, -0.5398], [1.7646, 0.5015, -1.0188], [3.4630, -0.1239, -2.5824], [-1.7828, 0.0734, -2.1424], [1.2501, -0.7534, 0.7197], [0.9992, -0.5887, -0.3664], [-0.3138, -0.3788, 0.3404], [-0.8469, -1.0960, 0.9299], [0.3278, -0.3596, -0.1658], [-0.9377, 0.6708, 0.0894], [-0.9871, 0.2840, 2.0982], [0.9192, 0.8390, 0.5274], [0.5924, 0.1396, 0.0589], [1.9859, -0.4608, 2.4015], [-0.7979, 0.4495, 0.1363], [-0.5347, 0.6893, -0.4860]], "nbo_charge": [0.48, -0.46, -0.27, -0.85, -0.15, -0.79, -0.61, 0.23, 0.20, 0.18, 0.19, 0.22, 0.41, 0.38, 0.49, 0.33], "charge": 0, "e_lumo_ev": 0.7}

(4)
{"formula": "C3H9N3O", "method": "the ωB97M-V functional and the def2-TZVPD basis", "species": ["N", "C", "C", "N", "C", "N", "O", "H", "H", "H", "H", "H", "H", "H", "H", "H"], "coordinates": [[-1.6280, 1.3371, -1.0473], [-0.6926, 1.3224, 0.0724], [-0.0966, -0.1231, 0.4254], [-0.5882, -0.8411, 1.5191], [0.9591, -0.5699, -0.2948], [1.6414, -1.7559, -0.0037], [1.5408, 0.2337, -1.2254], [-2.3470, 0.6370, -0.8926], [-1.1480, 1.0648, -1.9000], [0.0082, 2.1614, -0.0323], [-1.2582, 1.5849, 0.9680], [0.1149, -1.4528, 1.9223], [-1.0622, -0.2919, 2.2414], [2.4659, -1.8401, -0.5760], [1.0659, -2.5812, -0.0909], [1.0247, 1.1148, -1.0856]], "forces_ev_per_angstrom": [[0.0415, 0.1546, -0.2374], [-0.5779, -2.1400, 1.0945], [1.2212, 2.0152, -1.3569], [-0.8457, -0.3003, 0.7449], [-1.2467, 0.5081, 1.4541], [0.0379, 0.0230, -0.1757], [-1.1148, 2.1665, -0.1967], [0.1020, 0.0698, -0.0264], [-0.1095, -0.0152, 0.0368], [0.3050, -0.4053, -0.0901], [-0.0639, 0.1877, 0.0258], [-0.0724, 0.1886, 0.0599], [0.4394, -0.2488, -0.5278], [0.1347, -0.1103, -0.0623], [-0.0368, -0.0406, -0.0583], [1.7859, -2.0529, -0.6843]], "nbo_charge": [-0.82, -0.27, -0.01, -0.84, 0.38, -0.85, -0.69, 0.36, 0.35, 0.19, 0.20, 0.38, 0.37, 0.39, 0.38, 0.49], "charge": 0, "e_lumo_ev": 0.8, "smiles": "NC/C(N)=C(/N)O"}

(5)
{"formula": "C3H9N3O", "method": "the ωB97M-V functional and the def2-TZVPD basis", "species": ["C", "C", "O", "N", "N", "H", "H", "H", "H", "H", "H", "C", "N", "H", "H", "H"], "coordinates": [[0.7814, -1.8466, -0.1842], [0.4495, -0.3890, -0.2512], [-0.6760, -0.1569, -1.4080], [1.3842, 0.4763, -0.1885], [1.0800, 1.8051, -0.3944], [1.3046, -2.1621, -1.0904], [1.4101, -2.0435, 0.6868], [-0.1410, -2.4259, -0.1069], [-0.4551, 0.6428, -1.9086], [0.1004, 2.0555, -0.2483], [1.7086, 2.3879, 0.1408], [-0.9918, 0.2130, 1.1878], [-1.7271, 0.9574, 0.3779], [-1.3637, -0.7414, 1.5683], [-0.3514, 0.7680, 1.8618], [-2.5126, 0.4593, -0.0427]], "forces_ev_per_angstrom": [[-0.5146, -0.1217, 0.2101], [-0.2610, 0.3007, -5.3461], [2.1300, -1.2208, 1.7424], [-0.8926, 1.1226, 1.6992], [0.3125, -0.6557, -0.3876], [-0.1009, 0.1232, 0.0779], [-0.0796, 0.0400, -0.0878], [0.1275, -0.0106, 0.0246], [0.3934, -0.1315, 0.3805], [-0.1514, -0.2852, -0.0838], [0.0424, -0.1555, -0.1286], [-3.3723, 2.2074, 0.1392], [0.9249, -0.6212, 2.3777], [0.3856, -0.2647, -0.3890], [0.5580, -0.1171, -0.2054], [0.4980, -0.2099, -0.0233]], "nbo_charge": [-0.66, 0.46, -0.79, -0.25, -0.65, 0.24, 0.23, 0.23, 0.47, 0.39, 0.37, -0.16, -0.59, 0.18, 0.18, 0.35], "charge": 0, "e_lumo_ev": -0.1, "smiles": "C/C(O)=N/N.C=N"}

(6)
{"formula": "C3H9N3O2", "method": "the ωB97M-V functional and the def2-TZVPD basis", "species": ["C", "N", "C", "O", "H", "H", "H", "H", "H", "N", "C", "O", "N", "H", "H", "H", "H"], "coordinates": [[-1.5624, -0.1832, -0.8110], [-0.7683, 0.7309, 0.0240], [-0.3207, 0.0735, 1.4479], [-0.7613, -1.0251, 1.7320], [-1.2785, 1.5967, 0.1900], [-0.1892, 0.8996, 2.1582], [-2.5199, -0.3860, -0.3345], [-1.0201, -1.1197, -0.9113], [-1.7072, 0.2679, -1.7912], [1.6541, -1.2662, 0.4051], [0.7244, 1.1202, -0.6433], [1.3599, 0.0515, 0.8541], [1.0968, 0.7340, -1.7739], [2.5267, -1.5011, 0.8702], [0.9281, -1.8591, 0.8241], [0.8581, -0.2261, -2.0083], [0.9793, 2.0922, -0.2319]], "forces_ev_per_angstrom": [[0.1486, 0.0553, 0.0835], [1.2607, -0.3805, 0.3046], [0.5739, -0.1626, -0.6085], [0.1654, 0.4641, -0.3748], [0.0879, -0.0409, -0.0372], [-0.0129, 0.0034, -0.1294], [0.0728, 0.0192, 0.0173], [-0.0141, 0.0074, 0.0129], [0.0052, -0.0173, 0.0290], [-0.1955, 0.4084, -0.0076], [-1.0760, -0.0378, -0.2185], [-0.9148, -0.2730, 0.3243], [0.1019, -0.0715, 0.5738], [-0.0769, 0.0223, -0.0026], [0.0297, 0.0795, 0.0539], [-0.2109, 0.0625, -0.0806], [0.0551, -0.1384, 0.0599]], "nbo_charge": [-0.43, -0.51, 0.57, -0.68, 0.40, 0.13, 0.23, 0.23, 0.22, -0.55, 0.38, -0.50, -0.73, 0.35, 0.35, 0.36, 0.18], "charge": 0, "e_lumo_ev": 0.6}

What total energy values result from the calculations? In sequence: -283.7652 -283.6000 -359.0848 -359.1775 -359.0674 -434.3013 hartree.
What relative energy (zero: lowest compared OMol25 entry of this formula, charge and spin) values result from the calculations? In sequence: 136.8 44.1 100.2 42.0 111.1 141.1 kcal per mole.